Here is a gas-phase ion, C6H8N (charge +1) from the Open Molecules 2025 dataset. Energies are from ωB97M-V/def2-TZVPD.

## Properties
Orbital gap (spin up / spin down) (eV): 7.7 / 7.7

The geometry in ORCA input format:
```
! RIJCOSX wB97M-V def2-TZVPD def2/J DEFGRID3
* xyz 1 1
C 0.20622 0.97307 0.80398
C 0.18105 1.28228 -0.66851
C -0.53771 0.29434 -1.33829
C -1.13954 -0.78058 -0.35466
C -0.18781 -0.44659 0.89082
C 0.11633 -1.04340 -1.10565
N 0.87380 -1.19202 0.28869
H 1.21976 1.34952 1.33292
H -0.49556 1.77177 1.32673
H 0.54972 2.18591 -1.22607
H -0.91936 0.55411 -2.29080
H -2.30602 -0.98214 -0.49757
H -0.52732 -0.75181 1.86902
H 1.94175 -0.95603 0.42779
H 1.02469 -2.25843 0.54160
*
```

Atomic partial charges in e from the Mulliken method, atoms 1 to 8: C -0.815; C -0.088; C -0.327; C -0.182; C 0.079; C -0.604; N -0.208; H 0.319

---

Here is a molecular structure, C15H10Co2NO7 from the Open Molecules 2025 dataset. Energies are from ωB97M-V/def2-TZVPD.

## Properties
Orbital gap (eV): 5.2

The geometry in ORCA input format:
```
! RIJCOSX wB97M-V def2-TZVPD def2/J DEFGRID3
* xyz 1 1
O -4.80590 2.30386 -2.37452
C -3.90159 1.86853 -1.80267
Co -2.48591 1.17980 -0.99544
C -2.86267 -0.44181 -1.54204
O -3.08830 -1.50475 -1.93537
C -1.14091 1.30836 -2.13637
O -0.28136 1.32339 -2.91017
C -1.84802 0.43442 0.74483
C -0.51603 0.22157 0.99402
C 0.38613 -0.77489 1.18051
C 1.65000 -0.78853 0.46281
C 2.18004 -2.00377 -0.04288
C 3.32174 -2.00643 -0.83823
C 3.99120 -0.80585 -1.12058
C 3.50032 0.40011 -0.60444
C 2.35858 0.40204 0.19321
Co -0.93776 1.97781 0.83873
C -2.20948 3.13013 0.18817
O -2.80389 4.13083 0.15887
C 0.23609 2.81317 -0.21358
O 0.92056 3.46452 -0.88122
C -0.37371 2.69978 2.37659
O 0.01803 3.16345 3.36060
H -2.64154 -0.02736 1.34212
H 0.17957 -1.56527 1.90040
H 1.64847 -2.93049 0.18610
H 3.69619 -2.95002 -1.24146
H 4.89420 -0.81196 -1.73399
H 4.00833 1.34381 -0.81526
H 1.99932 1.33621 0.62944
N -1.19112 -2.97060 0.99549
O -0.51650 -3.86949 1.94845
H -0.52881 -2.92506 0.21909
H -1.96507 -3.54966 0.67067
H -0.89024 -3.57587 2.79812
*
```

Atomic partial charges in e from the Mulliken method, atoms 1 to 8: O -0.290; C 0.405; Co -0.002; C 0.369; O -0.284; C 0.192; O -0.309; C -0.303

---

Here is a molecular structure, C58H91CdF12O38 from the Open Molecules 2025 dataset. Energies are from ωB97M-V/def2-TZVPD.

## Properties
Orbital gap (eV): 8.1

The geometry in ORCA input format:
```
! RIJCOSX wB97M-V def2-TZVPD def2/J DEFGRID3
* xyz -1 1
Cd 2.41455 -2.08449 -1.33196
C 1.29955 0.44067 -0.71140
O 1.51220 -0.64671 0.25439
O 1.87986 -0.17076 -1.88612
C -0.26457 0.85820 -0.84009
F -1.03271 -0.24037 -1.12003
F -0.78393 1.34607 0.31954
F -0.46535 1.73959 -1.86057
C 1.48305 -0.28036 1.68711
C 1.37911 -1.53168 2.65705
H 1.41411 -1.22861 3.70349
H 0.42539 -2.00352 2.42064
H 2.29278 -2.07727 2.42119
H 0.62600 0.33621 1.95803
H 2.45197 0.12630 1.97682
H 1.88929 1.31243 -0.42795
C 0.54020 -4.10455 -0.99107
O 0.74365 -3.11725 -2.04925
O 1.64047 -3.74021 -0.21736
C -0.92545 -4.12642 -0.37802
F -1.00719 -4.76976 0.82560
F -1.29851 -2.85773 -0.24295
F -1.80461 -4.65879 -1.16379
C -0.02148 -3.28358 -3.29635
C 0.36760 -2.04902 -4.11418
H -0.15837 -2.04035 -5.06884
H 0.04222 -1.14653 -3.59674
H 1.44283 -2.04367 -4.29299
H -1.10414 -3.27305 -3.17045
H 0.30083 -4.13063 -3.90192
H 0.61309 -5.10013 -1.42880
C 5.11435 -2.36809 -2.28983
O 4.75872 -1.98157 -0.91399
O 3.85176 -2.83823 -2.71042
C 5.90522 -1.24654 -3.04913
F 5.96648 -1.47747 -4.36427
F 5.25915 -0.09938 -2.83388
F 7.21706 -1.00072 -2.67327
C 5.79291 -2.08962 0.03172
C 5.14979 -1.54297 1.29630
H 5.88437 -1.25885 2.04980
H 4.58098 -0.63829 1.08157
H 4.45391 -2.26655 1.72090
H 6.72747 -1.56712 -0.17245
H 6.05925 -3.13466 0.19006
H 5.80518 -3.19928 -2.14849
C -2.56256 -0.28083 -4.46672
O -3.66127 0.49740 -5.00658
C -4.83588 0.40471 -4.24727
C -5.65773 -0.92710 -4.38684
O -5.78863 -1.31646 -5.75741
C -6.27025 -2.62990 -6.03798
C -5.25978 -3.76772 -5.77538
O -5.13925 -4.11569 -4.42546
C -4.16772 -5.11937 -4.17865
H -2.24116 -0.10322 -3.44044
H -1.64268 -0.15201 -5.03710
H -2.79012 -1.34606 -4.50681
H -5.58055 1.06126 -4.69727
H -4.67655 0.72960 -3.21909
H -6.66689 -0.80821 -3.99243
H -5.09872 -1.66074 -3.80600
H -6.58983 -2.58336 -7.07904
H -7.21092 -2.79226 -5.51178
H -4.28935 -3.52040 -6.20572
H -5.63550 -4.59498 -6.37752
H -4.38617 -6.06560 -4.67366
H -4.19610 -5.32394 -3.10839
H -3.16284 -4.72266 -4.32338
C -3.86926 1.90207 -1.03044
C -4.87214 2.66276 -0.26220
O -6.10146 1.99780 -0.27676
C -6.87251 1.93473 -1.43289
O -6.55241 2.38738 -2.52978
C -8.26324 1.30778 -1.22477
F -9.04489 1.42532 -2.30707
F -8.10004 0.06810 -0.89521
F -8.94690 1.89903 -0.23404
H -3.79862 2.20256 -2.07582
H -4.04991 0.83920 -0.86992
H -2.86994 2.10058 -0.64308
H -4.91793 3.73358 -0.46055
H -4.57154 2.46595 0.76688
C 4.29434 0.45285 -6.19573
C 2.94068 -0.19472 -5.94170
C 1.83630 0.81038 -5.73356
O 0.88968 0.45018 -6.68101
C 1.34002 -0.45785 -7.52047
O 0.77952 -0.91493 -8.53272
O 2.55910 -0.86298 -7.08588
H 5.09498 -0.26075 -6.39033
H 4.58961 1.16236 -5.42275
H 4.31188 0.90785 -7.18607
H 2.94856 -0.90533 -5.11522
H 2.21971 1.81243 -5.92590
H 1.47760 0.75228 -4.70591
C 2.30759 -5.06980 3.02579
C 1.98190 -6.56389 3.05231
C 1.08761 -6.98399 1.95102
O 1.80892 -8.05104 1.30359
C 3.05435 -8.24405 1.88128
O 3.89357 -9.05637 1.58850
O 3.16719 -7.36279 2.95771
H 1.41519 -4.44395 3.01912
H 2.87586 -4.83307 2.12628
H 2.91461 -4.78289 3.88446
H 1.43962 -6.83227 3.95895
H 0.95724 -6.14236 1.27076
H 0.14589 -7.35649 2.35415
C -2.64870 -0.38229 1.86513
C -3.50459 -1.26484 2.78737
C -3.90045 -0.67376 4.16318
O -5.30013 -0.85751 4.17843
C -5.72687 -1.13791 2.98114
O -6.87843 -1.23206 2.66335
O -4.74753 -1.33626 2.13167
H -2.47753 -0.77287 0.86201
H -1.69544 -0.26476 2.38048
H -3.07061 0.61748 1.76236
H -3.07581 -2.26643 2.81982
H -3.61555 0.36779 4.31182
H -3.32706 -1.16348 4.95026
C 4.68740 0.12364 5.01504
C 4.58388 0.61045 6.50368
C 3.15492 0.88903 6.92979
O 2.92437 0.06482 8.06144
C 4.02278 -0.46793 8.45005
O 4.11268 -1.07232 9.50383
O 5.01539 -0.35850 7.45525
H 4.48321 0.89108 4.26841
H 4.08298 -0.73354 4.71836
H 5.70769 -0.22341 4.85177
H 5.18752 1.50881 6.63281
H 2.50913 0.70437 6.07133
H 3.13100 1.93022 7.25143
C -1.39583 2.53094 3.79679
C -0.36231 3.49982 4.39995
C 0.67992 2.91064 5.24130
O 1.83418 2.86189 4.43531
C 1.69933 3.63161 3.38999
O 2.61861 3.76675 2.57756
O 0.43749 4.05758 3.34284
H -2.03734 2.96124 3.02776
H -2.13947 2.24003 4.53872
H -1.05480 1.52969 3.53352
H -0.83027 4.33673 4.91832
H 0.37314 1.90015 5.51133
H 0.83369 3.52994 6.12500
C 4.01674 3.16877 -0.25533
C 4.28368 3.62490 -1.74297
C 3.83018 2.77718 -2.86672
O 2.54674 3.41068 -3.10416
C 2.55351 4.68268 -2.65326
O 1.70581 5.56651 -2.90681
O 3.64027 4.86888 -1.89957
H 2.97181 3.30730 0.02225
H 4.64773 3.70660 0.45227
H 4.24409 2.11535 -0.09191
H 5.36721 3.72385 -1.80835
H 3.90254 1.69929 -2.72175
H 4.39114 2.99072 -3.77657
C -0.24391 -3.03705 8.81906
C 0.42698 -1.86317 8.14687
C 0.88114 -2.24118 6.74181
O 0.38842 -1.19584 6.01585
C -0.56576 -0.47106 6.71094
O -1.21383 0.49760 6.29490
O -0.64061 -0.94406 7.93129
H 0.41051 -3.90864 8.83225
H -1.13122 -3.32345 8.25447
H -0.68437 -2.87363 9.80262
H 1.21165 -1.39659 8.74243
H 0.53354 -3.22111 6.41471
H 1.96407 -2.12084 6.71204
C 1.37180 6.36843 0.60478
C -0.02072 5.94126 0.13975
C -0.16954 4.41596 0.18161
O -1.46783 4.19623 0.65018
C -1.87534 5.25863 1.33055
O -2.86770 5.31875 2.04825
O -1.04317 6.28981 1.06531
H 1.64240 5.96076 1.57879
H 1.44054 7.43035 0.84077
H 2.13609 6.18863 -0.15128
H -0.31983 6.40495 -0.80026
H 0.58972 4.00728 0.84840
H 0.04323 4.06298 -0.82747
C -1.89199 3.19963 -4.48634
C -1.40804 4.40822 -3.61550
C -1.33719 5.74081 -4.33126
O -2.04634 6.64226 -3.43473
C -2.63794 5.94249 -2.44972
O -3.36912 6.38632 -1.56097
O -2.36508 4.59662 -2.56883
H -1.92866 2.32348 -3.83894
H -1.28500 2.97615 -5.36367
H -2.87798 3.47066 -4.86380
H -0.44934 4.23811 -3.12556
H -1.69432 5.83755 -5.35654
H -0.30622 6.02960 -4.53570
*
```

Atomic partial charges in e from the Mulliken method, atoms 1 to 8: Cd 3.707; C 1.364; O -0.739; O -1.951; C -0.031; F -0.310; F 0.690; F 0.430

---

Here is a gas-phase ion, C9H10N3O (charge +1) from the Open Molecules 2025 dataset. Energies are from ωB97M-V/def2-TZVPD.

## Properties
Orbital gap (eV): 7.3

The geometry in ORCA input format:
```
! RIJCOSX wB97M-V def2-TZVPD def2/J DEFGRID3
* xyz 1 1
C 4.42795 -0.29266 0.04609
C 3.66030 -0.85895 -1.00641
C 3.71206 0.47155 0.92084
C 2.31355 -0.58126 -1.22053
C 2.42149 0.89346 0.63281
C 1.69442 0.37640 -0.43267
C 0.32681 0.68980 -0.57778
C -2.92672 0.45026 -0.30596
C -4.16874 0.91115 -0.46801
N -0.77047 0.90420 -0.91024
N -2.41148 -0.39820 0.55629
N -3.46310 -1.22811 1.12907
O -1.95350 1.28457 -1.04524
H 5.43010 -0.52987 0.37417
H 4.03131 -1.59673 -1.71359
H 4.16053 0.82024 1.80114
H 2.09006 -0.91638 -2.17531
H 1.88791 1.61854 1.28808
H -4.26397 1.80888 -1.09667
H -4.88939 0.53257 0.17380
H -3.17845 -1.90407 1.89291
H -3.96149 -1.79490 0.46105
H -4.16917 -0.66050 1.67616
*
```

Atomic partial charges in e from the Mulliken method, atoms 1 to 8: C -0.458; C -0.334; C -0.500; C -0.518; C -0.347; C 0.325; C 0.650; C 0.609

---

Energy relative to the best compared isomer or geometry (same formula, charge and spin) for the records above, in order: 163.6; 41.7; 0.0; 151.9 kcal/mol